Computed, not measured: a 8-piece molecular cluster, C76H48F32O12 overall at a distorted geometry, with ωB97M-V/def2-TZVPD.

Cartesian coordinates (Å):
1 C 24.4372 -9.2774 -27.6035
2 C 23.0977 -9.6312 -28.2790
3 C 23.0126 -9.0441 -29.6955
4 F 23.8913 -9.4082 -30.5569
5 F 21.8601 -9.0297 -30.3866
6 F 22.9616 -10.8929 -28.3279
7 F 22.0796 -9.2296 -27.4964
8 O 24.6526 -9.9044 -26.2852
9 C 26.0130 -9.8712 -25.9374
10 C 26.0900 -10.2753 -24.3716
11 F 27.3296 -10.4940 -23.9738
12 F 25.5009 -9.5159 -23.4204
13 F 26.6156 -10.7615 -26.6541
14 F 26.6672 -8.6837 -26.0739
15 H 24.4901 -8.1974 -27.4657
16 H 25.2535 -9.4551 -28.3036
17 H 23.1981 -7.9743 -29.5989
18 H 25.5542 -11.2180 -24.2604
19 C 23.4245 -2.8608 -29.7638
20 C 21.8548 -2.9622 -29.6031
21 C 21.3903 -1.7481 -28.8314
22 F 21.7169 -1.7987 -27.5732
23 F 21.7310 -0.5754 -29.3684
24 F 21.3584 -2.9511 -30.7616
25 F 21.4712 -4.0278 -28.9938
26 O 23.9057 -4.1148 -30.1880
27 C 25.3104 -4.2345 -30.3982
28 C 25.9281 -3.4361 -31.5600
29 F 25.2136 -3.4129 -32.6910
30 F 26.3494 -2.2202 -31.1962
31 F 25.8407 -4.0326 -29.1645
32 F 25.5238 -5.4941 -30.5876
33 H 24.0365 -2.4616 -28.9550
34 H 23.6988 -2.1611 -30.5533
35 H 20.3166 -1.7000 -28.6496
36 H 26.9224 -3.8120 -31.8012
37 C 3.6423 -12.9685 -35.1392
38 C 4.9087 -13.3432 -35.9646
39 C 5.8199 -14.2989 -35.0671
40 F 5.8331 -14.0835 -33.7888
41 F 5.6280 -15.5912 -35.3628
42 F 4.6850 -13.8290 -37.1988
43 F 5.7166 -12.3072 -36.1273
44 O 2.6897 -12.3251 -35.9801
45 C 2.2362 -11.0046 -35.6256
46 C 1.0714 -10.6441 -36.5289
47 F 0.1209 -11.5077 -36.4726
48 F 0.5121 -9.4701 -36.1930
49 F 2.0146 -11.0318 -34.2323
50 F 3.2200 -10.1614 -35.7905
51 H 3.9109 -12.3093 -34.3138
52 H 3.0707 -13.8168 -34.7627
53 H 6.8787 -14.1697 -35.2916
54 H 1.4065 -10.6199 -37.5658
55 C 13.6988 -3.6582 -19.6940
56 C 15.0922 -3.3361 -19.0821
57 C 15.0032 -3.6926 -17.5034
58 F 14.4148 -4.8026 -17.1291
59 F 16.2042 -3.7856 -16.9878
60 F 16.2204 -4.0909 -19.5579
61 F 15.4383 -1.9881 -19.1708
62 O 13.4588 -3.2667 -20.9927
63 C 14.2242 -3.8544 -22.0375
64 C 13.5972 -3.2430 -23.2687
65 F 13.0407 -2.0315 -23.1836
66 F 14.5133 -3.1938 -24.2086
67 F 15.5397 -3.4382 -21.9291
68 F 14.0698 -5.1859 -21.8803
69 H 12.9611 -2.9590 -19.3003
70 H 13.3600 -4.6739 -19.4897
71 H 14.5374 -2.8490 -16.9940
72 H 12.8935 -3.9369 -23.7284
73 C 16.4242 3.4776 -34.6646
74 C 17.1524 2.4551 -34.1357
75 C 16.5984 1.5174 -33.2456
76 C 15.2948 1.7123 -32.7313
77 C 14.5268 2.7101 -33.3017
78 C 15.1171 3.6708 -34.1984
79 C 13.0383 2.8709 -33.0378
80 O 12.4149 3.7703 -33.5889
81 C 12.4123 1.9858 -32.0534
82 C 11.0527 2.1509 -31.7021
83 C 10.4265 1.2841 -30.9131
84 C 11.0931 0.1750 -30.4202
85 C 12.4646 0.0155 -30.6893
86 C 13.1591 0.8556 -31.5389
87 C 14.6506 0.7233 -31.7383
88 O 15.3842 -0.0817 -31.1519
89 H 16.9215 4.0881 -35.4037
90 H 18.1764 2.3590 -34.4653
91 H 17.2706 0.7200 -32.9651
92 H 14.5511 4.4640 -34.6640
93 H 10.4302 2.9843 -31.9924
94 H 9.3880 1.3570 -30.6257
95 H 10.4671 -0.5554 -29.9292
96 H 12.9457 -0.8685 -30.2975
97 C 18.0259 -8.3633 -38.4186
98 C 18.7256 -8.6909 -37.1906
99 C 19.5510 -7.7409 -36.6966
100 C 19.5725 -6.4355 -37.1639
101 C 18.7457 -6.1015 -38.2788
102 C 18.0321 -7.1012 -38.9571
103 C 18.7141 -4.7889 -38.9067
104 O 17.9580 -4.4188 -39.8404
105 C 19.7561 -3.8757 -38.4164
106 C 19.9196 -2.6667 -39.1565
107 C 20.9988 -1.8225 -38.9586
108 C 21.8249 -2.0827 -37.8767
109 C 21.6339 -3.2281 -37.0594
110 C 20.5919 -4.0944 -37.3059
111 C 20.4842 -5.3969 -36.5541
112 O 21.0085 -5.6483 -35.4584
113 H 17.3465 -9.1142 -38.7940
114 H 18.6772 -9.7144 -36.8491
115 H 20.2861 -7.9944 -35.9471
116 H 17.4765 -6.8471 -39.8477
117 H 19.2248 -2.4159 -39.9444
118 H 21.1863 -1.0204 -39.6572
119 H 22.7625 -1.5756 -37.7034
120 H 22.3915 -3.2242 -36.2897
121 C 14.8270 -6.0512 -31.4981
122 C 14.9437 -7.0617 -32.4330
123 C 13.8472 -7.8202 -32.8170
124 C 12.6065 -7.5991 -32.2478
125 C 12.5588 -6.6898 -31.1262
126 C 13.6473 -5.8964 -30.7356
127 C 11.2229 -6.4620 -30.4303
128 O 11.1391 -5.7516 -29.4179
129 C 10.0406 -7.2349 -30.9806
130 C 8.7729 -6.9823 -30.4476
131 C 7.6862 -7.7796 -30.8270
132 C 7.8572 -8.8361 -31.6782
133 C 9.1460 -9.1398 -32.1083
134 C 10.2193 -8.2540 -31.9077
135 C 11.4901 -8.5154 -32.6131
136 O 11.6270 -9.4026 -33.4690
137 H 15.5634 -5.2611 -31.5005
138 H 15.9174 -7.0249 -32.8987
139 H 13.8761 -8.4530 -33.6918
140 H 13.6920 -5.1924 -29.9179
141 H 8.6525 -6.0940 -29.8452
142 H 6.6502 -7.5647 -30.6104
143 H 6.9482 -9.3857 -31.8733
144 H 9.2780 -10.0070 -32.7384
145 C 5.2090 -15.0559 -29.2372
146 C 6.3311 -15.1050 -28.4773
147 C 6.4271 -14.0910 -27.5244
148 C 5.5080 -13.0420 -27.4089
149 C 4.3917 -13.0251 -28.2838
150 C 4.2721 -14.0242 -29.2374
151 C 3.3581 -11.9350 -28.2934
152 O 2.3344 -12.0324 -28.8519
153 C 3.7555 -10.7133 -27.5810
154 C 2.9631 -9.5658 -27.6203
155 C 3.4088 -8.3597 -27.0964
156 C 4.5396 -8.3278 -26.3796
157 C 5.3056 -9.4499 -26.1584
158 C 4.9689 -10.6581 -26.8036
159 C 5.8872 -11.8780 -26.5932
160 O 6.8145 -11.8665 -25.7722
161 H 4.9587 -15.9048 -29.8562
162 H 7.0787 -15.8806 -28.5548
163 H 7.3463 -14.0531 -26.9587
164 H 3.5045 -14.0295 -29.9971
165 H 2.0040 -9.4749 -28.1083
166 H 2.8738 -7.4321 -27.2366
167 H 4.8944 -7.3486 -26.0937
168 H 6.2617 -9.4129 -25.6575

Atomic forces in eV per Å
0.4807 1.0398 0.2865
0.7864 1.3018 0.7396
-1.1234 4.9114 0.7747
3.0599 -2.5460 -1.4710
-1.6585 -1.2761 0.7176
-0.0744 -4.8501 -0.5053
-0.6038 1.3063 0.0246
0.7240 1.3206 -1.2170
-2.0142 1.0693 3.2368
-1.7618 -1.9262 -0.3980
1.5431 0.3303 -0.2727
0.0062 1.2757 -0.8857
1.6238 -1.3097 -0.9750
-0.6871 -0.1916 -0.5612
-0.3606 0.1041 0.1676
0.0389 -0.6823 0.0703
0.0786 0.4791 0.8395
-0.0571 -0.3129 -0.5869
0.7791 0.3604 -0.6660
4.7700 2.8190 2.0321
-3.7916 0.3249 -0.0061
2.6872 -0.1936 2.8551
1.0911 0.4721 -0.6543
-2.2137 0.1033 -4.5526
-0.6625 -2.5384 1.7492
1.1196 -0.9176 -0.8873
-3.3782 0.7337 2.1763
2.9454 -0.5709 -0.2471
-0.7763 0.1673 0.5376
-1.2705 1.9296 0.6681
1.1078 1.3791 -0.3516
0.2080 -2.1749 -1.4416
-0.6725 -0.3804 0.8698
-0.8929 0.4317 -0.3026
-0.7492 -0.4657 -1.6341
-0.3136 -1.5221 -0.1389
-0.5215 0.4873 -0.9164
-0.1753 -1.2633 2.4424
2.4056 -0.2611 -3.5471
-1.7261 0.4614 2.8167
-1.2390 -1.0166 0.3056
-0.3556 -0.4176 0.5700
0.4270 1.8867 -0.2399
-1.3313 2.1972 -0.5144
1.5687 -3.5855 2.0475
0.6705 1.0854 -0.7317
-2.0485 -2.5751 0.5070
0.5031 0.8793 0.3408
-0.6263 0.4152 -1.7865
0.8551 1.3308 -0.2922
0.3240 -0.2452 -0.0130
0.7316 -0.4063 0.1391
0.0164 0.6869 -1.0853
0.5230 0.3442 -0.0251
0.1943 0.8395 0.5503
1.2118 -1.2420 1.2806
0.1264 2.5687 -0.6894
-1.6391 -1.7117 -0.7064
2.4098 0.2377 0.1828
-2.4382 1.3614 0.5465
-0.6012 -1.9357 -0.0357
1.4651 -0.2621 -2.8719
-0.7246 2.3469 3.5624
-1.3017 -1.7387 -2.0476
0.1407 0.1726 0.9596
2.2238 0.5236 -1.4809
-1.4910 -1.2589 -0.3539
0.9966 0.3829 -1.0830
0.3294 -0.2341 1.5078
0.4790 -0.1460 0.0713
-0.5240 0.2106 -0.2274
-0.8572 -0.1165 0.8297
-1.1268 0.6274 0.7628
0.1282 -1.6088 0.5982
0.3507 1.1159 0.2006
0.1162 -1.4978 -0.4096
-0.2318 2.1745 -1.0739
0.1631 -1.3577 -0.3661
0.5604 1.6333 -0.2138
0.3654 -0.8802 0.3327
0.0670 -1.6355 0.3800
1.3806 1.8929 -1.3250
-0.8280 -2.3562 1.8069
0.7637 0.0591 -0.6115
-0.9293 -1.2278 0.3432
-0.8838 1.8330 0.1712
1.8194 -0.2912 -0.2292
-1.9027 1.2072 -0.8525
-0.3795 0.4227 0.0016
0.1066 -0.3671 0.0386
-0.4131 -0.2321 0.4897
-0.4382 -0.0818 0.3633
0.6309 0.3677 -0.6710
-0.1469 0.4126 -0.2536
0.5445 -0.2601 0.4389
0.2901 0.0244 0.0807
-0.2887 -0.9753 2.0543
-1.2924 0.1440 -3.2878
1.3372 0.4382 1.2226
-0.7383 1.0515 -1.6427
0.1257 -1.3762 -0.1273
0.2420 0.0043 0.9423
-0.9536 1.7474 -1.5683
1.4942 -1.5258 2.3166
0.4607 2.6721 -0.4609
-0.0035 -0.8144 0.2408
-0.0932 -0.3291 0.6133
0.3121 -1.4689 0.0862
0.4445 2.4771 -0.6718
0.2626 -1.4282 -0.1150
-0.2878 -0.8370 1.8776
-0.4689 0.9560 -2.1982
0.1676 -0.1458 -0.4041
0.1086 0.0912 0.2692
-0.1537 0.0708 0.4152
-0.0203 0.0240 0.0122
-0.0805 -0.3935 -0.0823
-0.0289 0.1956 0.1418
-0.1636 0.5428 -0.0601
-0.3866 -1.1185 0.4408
-1.3081 0.2792 0.3680
0.2765 1.0889 -0.0706
0.0982 0.2978 -0.7347
1.0732 0.3819 1.8290
-1.2403 0.2190 -0.0136
0.7981 -1.0511 -1.4212
0.4223 0.5121 1.0868
-0.0619 -1.2115 -1.9786
0.1681 0.8588 0.7701
-0.2634 -0.1150 -0.4998
0.1496 1.3109 -0.0431
0.8055 -0.4354 0.5678
-0.4428 0.1761 -1.1251
-1.1099 -1.5476 0.3464
0.4499 -0.6116 -1.1393
-0.3557 1.5246 1.5691
0.4587 -0.2672 0.6041
-0.1171 -0.7885 -0.6020
0.2352 -0.3954 0.1699
-0.7721 0.0381 -0.0272
-0.0112 -0.1553 0.3215
0.0940 0.4276 0.6573
0.3576 -0.5483 -0.4811
0.2862 0.0214 -0.1409
-1.3693 -1.0337 -1.5360
-0.2565 0.9820 1.4610
1.0016 0.2776 -0.1808
0.3926 -0.9155 -1.0058
0.1905 -0.0210 -0.2963
0.6286 -0.2271 0.7259
3.2745 0.1289 1.7444
-3.1571 -0.4905 -1.8489
1.0463 1.0646 1.5317
-0.2106 0.5043 -0.4236
-1.3824 -0.5176 -0.5598
1.9129 0.9928 0.8051
0.3992 -1.4278 -1.0337
-0.2775 0.2933 0.2556
-0.1010 1.0342 1.5348
-1.6304 0.0413 -1.7206
0.2833 -0.0189 -0.5202
-0.0954 -0.0477 0.0044
-0.1089 0.2110 0.4228
-0.3051 0.1066 0.3100
-0.0064 -0.8181 -0.3616
-0.3125 -0.1227 -0.1437
0.1790 -0.0190 0.5169
-0.0775 0.0334 0.2861

The calculation puts the HOMO energy at -0.3521 hartree. As for the HOMO-LUMO gap: 0.302 hartree. As for the energy above the lowest of the compared OMol25 structures with the same formula, charge and spin: 7.331 eV. Its LUMO energy is -1.360 eV.